1.
The following is a DFT calculation (ωB97M-V/def2-TZVPD) of one molecule with the formula C2H3NO in a non-equilibrium geometry.

Structure (XYZ):
```
7
Properties=species:S:1:pos:R:3:forces:R:3:nbo_charge:R:1
C -0.319283 0.270601 -0.224964 -0.380 -1.939 0.271 0.305
C -0.888320 -0.840731 0.385786 3.489 1.183 -1.184 -0.047
N 0.608621 -0.794133 0.170228 -3.641 0.556 1.349 -0.552
O 0.132920 1.779909 -0.963499 0.025 1.214 -0.314 -0.768
H 1.073720 1.607078 -1.059793 0.477 0.010 -0.063 0.437
H -1.716651 -1.439188 0.644999 -0.312 -0.698 0.415 0.237
H 1.108992 -0.583536 1.047243 0.342 -0.326 -0.473 0.390
```
Forces are in eV/Å.

Maximum force ... 3.9 eV Å⁻¹
Charge ... 0
E_HOMO (alpha / beta) ... -0.2294 / -0.3671 Eh
Energy above the lowest of the compared OMol25 structures with the same formula, charge and spin ... 459.3 kJ/mol
Energy ... -5651.63237 eV
2S+1 ... 3
<S²> ... 2.008
Kohn-Sham gap (alpha / beta) ... 0.25484 / 0.29797 hartree

2.
The following is a DFT calculation (ωB97M-V/def2-TZVPD) of C28H21BrF5IrN3O4 as an isolated structure in a non-equilibrium geometry.

Structure (XYZ):
```
63
Properties=species:S:1:pos:R:3:forces:R:3:nbo_charge:R:1
Ir -0.854352 -0.397670 1.013182 0.022 1.168 1.067 1.205
O -0.463442 -3.196996 -2.404040 0.010 0.057 0.034 -0.686
C 0.459258 -3.977043 -1.793814 0.086 0.021 -0.008 0.403
C 0.912539 -5.090781 -2.497803 -0.015 -0.017 -0.035 -0.286
C 1.871006 -5.922548 -1.954307 0.001 0.013 0.003 -0.166
C 2.400886 -5.665403 -0.693483 0.000 -0.013 0.006 -0.249
C 1.951366 -4.564337 0.007931 -0.023 -0.023 0.022 -0.162
C 0.987056 -3.711059 -0.525019 -0.131 0.062 -0.062 -0.212
C 0.577883 -2.501900 0.271320 0.231 0.032 -0.124 0.223
O -0.704889 -2.037355 -0.030797 0.048 -0.553 0.357 -0.705
N 1.563987 -1.419858 0.034676 0.171 0.051 0.095 -0.446
N 1.093295 -0.192587 0.437877 -0.247 -0.001 -0.805 -0.240
C 1.691141 0.900629 0.143965 0.045 -0.092 0.312 0.037
C 1.231540 2.166929 0.673510 -0.059 0.023 -0.146 -0.124
Br -0.271843 2.057231 1.875503 -0.251 -0.209 0.107 0.171
C 1.704357 3.385399 0.408404 -0.037 0.055 -0.032 -0.135
C 2.879004 3.698831 -0.415507 0.025 0.008 -0.028 -0.031
C 2.796211 4.772147 -1.303284 -0.036 -0.009 -0.010 -0.187
C 3.875029 5.097350 -2.107099 0.011 -0.002 -0.006 -0.197
C 5.055753 4.372939 -2.013266 -0.017 -0.004 0.010 -0.177
C 5.158005 3.326512 -1.107251 0.009 0.000 -0.007 -0.204
C 4.076026 2.989400 -0.310807 -0.006 0.000 0.027 -0.219
H -0.774635 -2.522179 -1.775223 -0.012 -0.020 -0.001 0.505
H 0.492324 -5.277719 -3.477021 0.000 -0.010 0.004 0.232
H 2.208670 -6.782687 -2.517250 -0.002 -0.002 -0.001 0.223
H 3.146267 -6.320606 -0.265237 0.007 0.005 -0.002 0.223
H 2.349507 -4.349606 0.993675 -0.006 -0.004 0.002 0.210
H 0.625210 -2.727251 1.345598 0.115 -0.047 -0.040 0.168
H 2.014014 -1.423753 -0.874325 -0.104 0.026 -0.058 0.393
H 2.569393 0.898837 -0.492161 0.061 -0.013 0.093 0.239
H 1.160165 4.235643 0.807592 0.012 -0.001 0.023 0.238
H 1.875462 5.338438 -1.375224 0.004 0.006 -0.005 0.222
H 3.797786 5.922363 -2.802000 -0.004 -0.002 -0.002 0.231
H 5.901841 4.634722 -2.634063 0.001 0.001 -0.001 0.229
H 6.087111 2.781166 -1.010366 0.000 0.001 0.001 0.228
H 4.178915 2.205707 0.430136 0.002 -0.001 -0.002 0.210
O -0.443033 -0.961597 3.132430 -0.324 -0.611 -0.226 -0.696
C -1.688821 -1.190179 3.836738 -0.081 0.178 0.190 -0.101
C -2.777481 -1.578542 2.883940 -0.007 -0.136 -0.070 0.184
C -3.857185 -2.329318 3.309878 0.029 0.009 -0.023 -0.226
C -4.838029 -2.675055 2.394089 0.019 -0.004 -0.031 -0.117
C -4.692815 -2.287046 1.071883 -0.029 -0.018 0.036 -0.231
C -3.587263 -1.545630 0.712778 -0.033 0.141 0.023 0.100
N -2.668362 -1.173157 1.612291 -0.073 0.300 -0.244 -0.442
H 0.104928 -0.403787 3.697147 0.215 0.081 -0.281 0.520
H -1.977203 -0.271856 4.358272 0.050 0.004 -0.028 0.211
H -1.543895 -1.977154 4.576239 0.044 0.006 -0.023 0.220
H -3.915959 -2.647814 4.341613 -0.008 -0.006 -0.001 0.239
H -5.690552 -3.262795 2.705630 -0.005 0.006 0.002 0.242
H -5.417074 -2.559836 0.318721 -0.006 -0.003 0.006 0.249
H -3.406443 -1.215498 -0.299759 0.019 0.005 -0.023 0.248
F -2.950226 5.554592 -1.469040 -0.009 0.032 -0.007 -0.274
C -2.621519 4.283759 -1.270147 0.116 -0.008 -0.060 0.274
C -1.485801 3.751377 -1.865371 -0.106 0.091 0.063 0.259
F -0.713930 4.520093 -2.631096 0.025 0.020 -0.006 -0.283
C -1.155217 2.432803 -1.644069 0.071 -0.221 0.012 0.324
F -0.043724 1.943905 -2.208753 -0.005 0.044 -0.008 -0.306
C -1.925397 1.579107 -0.840231 0.418 0.196 -0.266 0.164
O -1.549029 0.301718 -0.731153 -0.099 -0.472 0.072 -0.688
C -3.052594 2.147551 -0.259264 -0.145 0.089 -0.002 0.275
F -3.838128 1.419616 0.549728 0.067 -0.126 0.022 -0.307
C -3.399137 3.475176 -0.466460 -0.057 -0.118 0.091 0.276
F -4.487971 3.966676 0.119962 0.003 0.017 -0.005 -0.278
```
Forces are in eV/Å.

Maximum force ... 1.6 eV Å⁻¹
Charge ... +1
E_HOMO ... -0.3892 Eh
Energy above the lowest of the compared OMol25 structures with the same formula, charge and spin ... 73.7 kJ/mol
Energy ... -128497.75958 eV
Kohn-Sham gap ... 0.25814 hartree

3.
The following is a DFT calculation (ωB97M-V/def2-TZVPD) of C13H19ClFeOSi as an isolated structure in a non-equilibrium geometry.

Structure (XYZ):
```
36
Properties=species:S:1:pos:R:3:forces:R:3:nbo_charge:R:1
C 1.893971 -2.446251 1.841146 -0.146 0.910 -0.425 -0.399
C 2.467411 -1.134069 1.970191 1.313 -1.067 -1.331 -0.426
C 2.773609 -0.696759 0.633515 -0.665 -0.586 0.345 -0.308
H 2.746513 -0.617818 2.880329 -0.030 -0.211 -0.108 0.224
C 2.221386 -1.623136 -0.283732 -0.107 -0.304 0.879 -0.317
C 1.595067 -2.683161 0.463808 1.495 0.517 0.148 -0.413
H 1.124402 -3.568440 0.067516 -0.023 -0.048 -0.061 0.204
H 1.782058 -3.138588 2.642325 -0.562 -0.281 0.487 0.205
H 3.352010 0.172068 0.358441 -0.429 0.279 0.031 0.241
H 2.265851 -1.533084 -1.361090 -0.240 0.107 0.115 0.214
Fe 0.293550 -0.913740 1.361167 0.479 0.083 -2.241 1.324
Cl -0.227906 -0.179459 3.289413 -0.968 0.706 2.025 -0.723
C 0.677602 3.190701 -1.006999 1.031 -0.157 0.001 -0.361
C 1.447018 2.554214 -2.035328 0.284 0.055 1.608 -0.366
C 2.774505 2.388116 -1.523064 -0.804 1.068 -0.175 -0.375
H 1.063482 2.169108 -2.969749 -0.031 -0.145 0.000 0.172
C 2.860478 3.054417 -0.272501 -0.439 -0.289 -0.050 -0.376
C 1.561503 3.514905 0.076354 -0.274 -0.548 -0.814 -0.375
H 1.245216 3.842284 1.066314 0.118 0.171 -0.256 0.177
H -0.409327 3.239440 -0.975820 0.186 0.207 -0.079 0.176
H 3.563814 1.840119 -2.005697 0.341 0.019 -0.242 0.168
H 3.759132 3.164112 0.339851 -0.245 -0.184 -0.106 0.168
C -3.304758 0.923673 0.107006 -0.222 0.357 0.299 -1.148
Si -2.381403 -0.662588 -0.299194 1.062 -0.162 -0.258 1.900
C -2.829340 -2.047899 0.912870 -0.414 -0.272 0.067 -1.153
C -2.991061 -1.195072 -2.047641 -0.038 -0.104 -0.106 -1.124
O -0.774799 -0.469985 -0.169444 -1.131 -0.255 -0.102 -1.301
H -4.398684 0.856255 0.161754 0.050 -0.236 -0.065 0.202
H -3.081255 1.729688 -0.605049 0.155 -0.220 0.093 0.236
H -2.964879 1.260222 1.096175 0.033 0.003 -0.165 0.243
H -3.895211 -2.311725 0.957038 0.034 0.067 -0.031 0.201
H -2.280622 -2.967671 0.656119 -0.054 0.257 -0.046 0.224
H -2.514879 -1.772199 1.927064 -0.020 0.060 -0.122 0.244
H -2.844327 -0.411528 -2.814876 0.065 -0.237 0.393 0.224
H -2.494768 -2.113381 -2.413278 -0.074 0.356 0.210 0.218
H -4.075359 -1.412767 -2.024934 0.270 0.086 0.079 0.201
```
Forces are in eV/Å.

Maximum force ... 2.4 eV Å⁻¹
Charge ... -2
E_HOMO (alpha / beta) ... 0.0037 / 0.0037 Eh
Energy above the lowest of the compared OMol25 structures with the same formula, charge and spin ... 0.0 kJ/mol
Energy ... -70625.99863 eV
2S+1 ... 5
<S²> ... 6.017
Kohn-Sham gap (alpha / beta) ... 0.19178 / 0.19175 hartree

- Among the records above, which one has the highest energy?
  C2H3NO

- Which formula does entry 1 have?
  C2H3NO